(one)
A cluster of 2 separate species, C6H15O4 in total. Source: the OMol25 dataset; level of theory: the ωB97M-V functional and the def2-TZVPD basis.

Element x y z (Å)
1 O -0.6490 -0.5464 -1.2563
2 C -1.2328 -1.6001 -0.6018
3 C -1.5098 -2.8229 -1.4531
4 O -0.2920 -3.4220 -1.8145
5 C -0.4522 -4.6114 -2.5436
6 H -2.1889 -1.2097 -0.1911
7 H -0.6324 -1.8642 0.2934
8 H -2.0801 -2.5300 -2.3540
9 H -2.1311 -3.5312 -0.8737
10 H 0.5471 -4.9991 -2.7737
11 H -1.0039 -5.3642 -1.9556
12 H -0.9984 -4.4338 -3.4875
13 C 0.3259 1.1914 -0.1109
14 H -0.6327 1.1751 0.4346
15 H 0.2796 1.6375 -1.1127
16 H 1.1197 0.4406 0.0372
17 O 1.0507 2.4947 0.6441
18 C 1.3629 4.7680 2.4677
19 O 2.0429 3.5287 2.4717
20 C 1.2964 2.4543 1.9997
21 H 1.9646 5.4753 3.0492
22 H 1.2470 5.1597 1.4441
23 H 0.3667 4.6669 2.9295
24 H 1.8783 1.5459 2.2264
25 H 0.3214 2.3967 2.5313

Results
Multiplicity: 2
<S²>: 0.754

=====

(two)
A structure of composition C6H15O4. Source: the OMol25 dataset; level of theory: the ωB97M-V functional and the def2-TZVPD basis.

Element x y z (Å)
1 C -1.6781 0.7469 1.1310
2 O -0.3530 0.4601 0.9818
3 C 0.4835 1.5754 0.7457
4 C 1.9297 1.1800 0.8961
5 O 2.2957 0.2825 -0.1189
6 C 3.6569 -0.0599 -0.0915
7 H -2.3243 -0.1057 0.9021
8 H -2.0097 1.7406 0.8051
9 H 0.2626 2.3794 1.4687
10 H 0.2977 1.9624 -0.2701
11 H 2.0985 0.7305 1.8923
12 H 2.5430 2.0987 0.8366
13 H 3.8408 -0.7659 -0.9104
14 H 4.2948 0.8306 -0.2319
15 H 3.9304 -0.5389 0.8646
16 O -1.3835 0.4900 5.0314
17 H -1.7261 0.1812 5.8766
18 C -3.9621 2.7635 4.2095
19 O -2.7642 2.2530 4.7500
20 C -2.4158 0.9939 4.2695
21 H -4.1186 3.7608 4.6354
22 H -3.8956 2.8346 3.1113
23 H -4.8192 2.1184 4.4667
24 H -3.2755 0.2995 4.3008
25 H -2.0907 0.9444 2.9661

Results
Multiplicity: 2
<S²>: 0.755

=====

Which is more stable than every other structure shown? (two) is more stable than every other one.